Entry 1:
ORCA calculation (ωB97M-V/def2-TZVPD) on a molecular structure, C25H28IrN2O7S3.

Charge: +1
Lowest unoccupied orbital energy (spin up / spin down): -2.10 / -4.45 eV
HOMO-LUMO gap (spin up / spin down): 8.0 / 7.0 eV
Spin multiplicity: 5
HOMO energy (spin up / spin down): -10.10 / -11.46 eV

```
66
Properties=species:S:1:pos:R:3:mulliken_spin:R:1
Ir 0.05123 0.67081 0.34673 2.811
O 0.79855 -3.73763 0.21576 0.002
C 0.76987 -2.41852 0.15457 -0.011
O -0.21841 -1.76478 0.40804 0.049
C 2.08154 -1.82115 -0.32608 0.011
O 2.29080 -0.51166 0.15585 0.082
C 2.86565 -0.45962 1.47438 -0.013
C 1.78612 -0.43889 2.56312 0.003
O 1.97481 -0.94983 3.63564 0.030
O 0.71457 0.23598 2.22741 0.205
H -0.07444 -4.05756 0.49747 0.000
H 2.02287 -1.75963 -1.41644 -0.003
H 2.90857 -2.48217 -0.05988 0.006
H 3.41974 0.47862 1.51838 0.004
H 3.54904 -1.29517 1.62456 -0.004
O -1.96728 0.63233 -0.57223 0.024
S -3.11881 0.45753 -1.53512 0.043
C -2.71587 1.56391 -2.91827 0.001
C -1.59995 1.10872 -3.85724 -0.011
C -0.70942 2.24647 -4.35642 0.008
C 0.18081 2.87991 -3.29471 -0.016
S 1.45456 1.83621 -2.53033 0.027
O 0.72244 0.67286 -1.86391 0.078
C 2.18031 1.12414 -3.98861 -0.002
C 1.90744 -0.18812 -4.33671 0.008
C 2.50262 -0.71553 -5.47415 0.001
C 3.35531 0.06452 -6.23998 0.000
C 3.62353 1.37746 -5.87464 0.000
C 3.04167 1.91428 -4.73768 -0.001
C -2.96014 -1.13331 -2.30950 -0.004
C -1.75006 -1.80966 -2.34042 0.019
C -1.68677 -3.03810 -2.97870 0.001
C -2.81946 -3.57082 -3.58095 0.000
C -4.02491 -2.88531 -3.53849 0.001
C -4.10409 -1.66145 -2.89055 -0.002
H -2.48277 2.49119 -2.38880 0.004
H -3.66167 1.71886 -3.44108 -0.001
H -2.04339 0.60230 -4.71555 0.000
H -0.96943 0.37989 -3.35767 0.002
H -1.31571 3.04826 -4.78831 0.000
H -0.08545 1.86611 -5.16839 0.000
H -0.37106 3.26105 -2.43365 0.001
H 0.74486 3.72056 -3.70434 -0.001
H 1.23333 -0.77624 -3.72908 -0.001
H 2.29808 -1.73732 -5.76280 0.000
H 3.82023 -0.35262 -7.12199 0.000
H 4.29462 1.98080 -6.46931 0.000
H 3.26298 2.93102 -4.43870 0.001
H -0.88022 -1.36996 -1.86996 0.016
H -0.75259 -3.58391 -3.01122 0.000
H -2.76411 -4.52873 -4.07922 0.000
H -4.90828 -3.31002 -3.99406 0.000
H -5.04736 -1.13381 -2.82760 0.000
C -3.88994 5.81061 1.16763 -0.001
C -2.93073 4.79980 1.70971 -0.012
C -3.04584 4.28445 2.99769 0.033
C -2.12514 3.33437 3.39160 -0.013
N -1.14924 2.91159 2.58706 0.034
C -1.12478 3.47479 1.39273 0.003
S 0.17886 2.96752 0.28219 0.556
N -1.95147 4.38846 0.89898 0.032
H -4.31113 6.42334 1.96192 0.000
H -4.71425 5.30190 0.66402 -0.001
H -3.39079 6.44467 0.43861 -0.001
H -3.82651 4.61825 3.66562 0.002
H -2.15800 2.88999 4.37899 0.000
```

=====

Entry 2:
ORCA calculation (ωB97M-V/def2-TZVPD) on 2 unconnected molecules or ions with the total composition C4H6O.

Lowest unoccupied orbital energy: -0.53 eV
HOMO-LUMO gap: 7.6 eV
Spin multiplicity: 1
HOMO energy: -8.13 eV
SMILES: C1=CCOC=1.[H][H]

```
11
Properties=species:S:1:pos:R:3:mulliken_charge:R:1
C -0.34484 -0.83383 0.95466 0.320
O -1.44876 -0.17265 0.64825 -0.317
C -0.99004 1.00830 -0.01600 -0.328
C 0.48739 0.85126 0.01756 -0.010
C 0.92519 -0.28901 0.65292 -1.013
H -0.56690 -1.78980 1.42091 0.436
H 1.80301 -1.84813 -1.72477 0.214
H -1.34802 1.88183 0.53330 0.266
H -1.43959 1.02395 -1.01153 0.269
H 1.11002 1.61419 -0.44378 0.386
H 1.83285 -1.47455 -1.07944 -0.223
```